ORCA calculation (the ωB97M-V functional and the def2-TZVPD basis) on a structure of composition C11H24ClIIrN2O2PS in a non-equilibrium geometry.

Structure (XYZ):
```
44
Properties=species:S:1:pos:R:3:forces:R:3
C -0.0242 2.2496 -1.9126 0.14 -0.84 -0.70
C -0.4402 2.4254 -0.5120 -3.84 3.76 -0.55
H -0.8814 2.5791 -2.5115 0.45 0.16 -0.17
H 0.1748 1.1730 -2.0610 -0.15 0.50 -0.41
H 0.9051 2.7740 -2.1475 -0.21 0.24 -0.07
O -1.2214 3.2426 -0.0903 2.55 -3.02 -0.39
I 0.2843 0.6266 0.4707 -0.50 -2.66 -0.18
Ir -2.5263 -1.4064 -2.9638 -0.17 2.05 1.01
P -2.1400 -3.5421 -2.4741 -0.73 -2.44 -1.00
C -3.9028 -3.9700 -2.4075 0.11 0.25 0.49
C -1.7561 -3.0792 -4.2341 -0.18 -1.35 -0.01
H -0.0787 -4.6045 -2.1101 -0.34 -0.39 -0.02
H -1.4494 -5.8597 -2.2054 0.32 0.95 0.35
H -1.1971 -4.7243 -0.7394 0.03 -0.60 -0.72
C -1.1220 -4.8464 -1.8486 0.66 -0.22 0.89
H -0.6975 -3.0926 -4.4723 -0.03 -0.16 -0.02
H -2.3650 -3.6410 -4.9265 -0.15 0.04 -0.37
H -4.2062 -4.7387 -3.1282 -0.08 0.24 0.17
H -4.4665 -3.0099 -2.5193 -0.06 -0.88 -0.16
H -2.0240 -1.9618 -4.4370 0.61 -0.73 -2.63
H -4.0552 -4.2931 -1.3610 -0.21 -0.04 -0.45
C -3.2799 -0.5150 -1.5644 -3.56 4.63 5.54
O -3.7838 0.0509 -0.6567 2.42 -2.70 -3.86
Cl -0.1962 -1.5135 -2.5181 1.18 1.20 0.80
C 3.5857 1.1778 0.8416 0.62 0.94 -0.37
N 3.1486 1.5746 2.1864 -2.33 0.50 -0.12
C 3.7142 0.7956 3.3215 0.25 0.34 -0.18
C 1.9928 2.3057 2.1667 1.79 -1.74 1.04
S 1.7150 3.2842 0.7371 0.51 0.67 0.95
N 1.0526 2.2759 3.2131 0.22 0.06 -1.59
C 1.2704 3.3127 4.1860 0.25 0.91 1.52
C -0.3865 2.2915 2.8000 0.37 0.25 -0.03
H 4.6775 1.0696 0.7582 -0.42 0.20 0.12
H 3.2350 2.0506 0.1947 0.79 -1.17 -0.03
H 3.0855 0.2331 0.5356 0.36 0.67 0.19
H 4.3448 1.4151 3.9498 -0.03 0.51 -0.04
H 2.9560 0.3762 3.9590 -0.53 -0.26 0.01
H 4.3923 0.0417 2.9181 -0.42 -0.08 -0.09
H 1.1413 4.3238 3.7704 0.02 -0.23 0.18
H 0.5419 3.1272 4.9645 -0.09 0.30 0.25
H 2.2350 3.2178 4.6681 0.34 0.07 -0.10
H -0.6102 3.0763 2.0431 -0.08 -0.57 0.52
H -0.6097 1.2650 2.4393 -0.39 0.70 0.47
H -1.0323 2.4626 3.6772 0.46 -0.10 -0.26
```
Forces are in eV/Å.

Frontier orbital gap (alpha / beta), eV: 6.42 / 5.32
Net charge: +3
Expectation value of S²: 8.77
2S+1: 6

Results of the natural (NBO) charge analysis, in e, for atoms 1 through 8: -0.7644, 0.4837, 0.3024, 0.2481, 0.2970, -0.4092, 0.6091, 0.5915

---

ORCA calculation (the ωB97M-V functional and the def2-TZVPD basis) on a cluster of 2 separate species, C5H8N2 in total.

Structure (XYZ):
```
15
Properties=species:S:1:pos:R:3:forces:R:3
C -1.5965 -1.1511 0.5267 -0.01 -0.03 0.02
C -1.0158 0.2084 0.4999 0.24 0.18 0.37
C -0.9972 1.5804 0.0330 -0.16 0.31 -0.22
N -0.1686 0.9047 1.1083 -0.40 -0.40 -0.06
C 2.5994 0.1681 0.1212 -0.06 -0.09 -0.12
C 1.8608 -0.6220 -0.6135 -0.17 -0.15 -0.20
N 1.1755 -1.4191 -1.2570 0.37 0.46 0.34
H -2.5073 -1.1118 1.1339 0.07 -0.06 -0.09
H -0.8950 -1.8564 0.9796 -0.09 0.12 -0.05
H -1.8732 -1.5008 -0.4712 0.07 0.10 0.12
H 0.4913 -0.9566 -1.8576 0.05 -0.06 -0.03
H -0.4832 1.8645 -0.8877 -0.05 -0.12 0.16
H -1.7442 2.2926 0.3832 0.09 -0.08 -0.09
H 3.5268 0.5715 -0.2612 -0.01 -0.13 0.00
H 2.2242 0.4801 1.0894 0.06 -0.06 -0.16
```
Forces are in eV/Å.

Frontier orbital gap, eV: 9.96
Relative energy (zero: lowest compared OMol25 entry of this formula, charge and spin), kcal per mole: 79.82
2S+1: 1

Results of the natural (NBO) charge analysis, in e, for atoms 1 through 8: -0.6754, 0.2551, -0.3245, -0.3406, -0.6478, 0.4285, -0.6614, 0.2452